This record from OMol25 describes HO2PS in the gas phase in a non-equilibrium geometry. The level of theory is ωB97M-V/def2-TZVPD.

Output
Multiplicity: 3
HOMO energy (spin up / spin down) in eV: -8.2 / -10.8
Molecular weight in g mol⁻¹: 96.05
HOMO-LUMO gap (spin up / spin down) in eV: 7.28 / 7.09

The geometry in XYZ format:
```
5
HO2PS, DFT ωB97M-V/def2-TZVPD
O -1.908 0.460 0.052
O -0.458 -1.768 -0.001
P 1.017 1.184 -0.009
S -0.551 -0.118 -0.094
H 1.900 0.242 0.053
```

This record from OMol25 describes C5H4N2O in the gas phase in a non-equilibrium geometry. The level of theory is ωB97M-V/def2-TZVPD.

Output
SMILES string: C#C[C@H]1N=CNC1=O
HOMO energy in eV: -9.7
Molecular weight in g mol⁻¹: 108.10
HOMO-LUMO gap in eV: 9.88

The geometry in XYZ format:
```
12
C5H4N2O, DFT ωB97M-V/def2-TZVPD
C -2.570 -0.362 -0.431
C -1.541 -0.310 0.328
C -0.267 -0.191 0.888
N 0.593 -1.316 0.443
C 1.514 -0.806 -0.196
N 1.217 0.640 -0.403
C 0.113 0.995 0.198
O -0.185 2.234 0.299
H -3.146 -0.353 -1.581
H -0.191 -0.328 2.049
H 2.279 -1.295 -0.792
H 2.183 1.090 -0.802
```

This record from OMol25 describes 11 unconnected molecules or ions with the total composition C31H73Cl4N8O12P in a non-equilibrium geometry. The level of theory is ωB97M-V/def2-TZVPD.

Output
Multiplicity: 2
Total charge: -1
HOMO energy (spin up / spin down) in eV: 0.0 / -7.1
Molecular weight in g mol⁻¹: 922.75
HOMO-LUMO gap (spin up / spin down) in eV: 1.39 / 8.44

The geometry in XYZ format:
```
129
C31H73Cl4N8O12P, DFT ωB97M-V/def2-TZVPD
C -1.202 5.519 -3.833
C -0.415 4.264 -3.833
O -0.621 3.386 -4.640
N 0.625 4.172 -2.970
C 1.471 2.983 -2.872
H -1.218 5.990 -2.850
H -2.273 5.435 -4.012
H -0.775 6.225 -4.546
H 0.906 5.007 -2.475
H 2.346 3.214 -3.479
H 1.048 2.034 -3.201
H 1.740 2.893 -1.820
C 0.876 -4.044 -2.058
C -0.289 -4.398 -1.173
O -1.122 -3.532 -0.779
N -0.167 -5.629 -0.673
C -0.700 -6.121 0.557
H 1.413 -3.193 -1.639
H 0.423 -3.879 -3.035
H 1.729 -4.716 -2.157
H 0.419 -6.215 -1.250
H -1.755 -6.086 0.829
H -0.209 -5.692 1.431
H -0.551 -7.192 0.418
C 2.811 -3.203 -5.010
C 2.192 -3.903 -6.156
O 1.640 -3.383 -7.161
N 2.264 -5.261 -6.092
C 1.745 -6.177 -7.130
H 3.337 -2.339 -5.416
H 3.625 -3.728 -4.511
H 2.006 -2.921 -4.330
H 2.558 -5.603 -5.188
H 1.453 -7.127 -6.681
H 2.541 -6.346 -7.854
H 0.842 -5.674 -7.476
C -3.812 -1.900 -1.880
C -4.445 -1.827 -0.511
O -5.552 -1.243 -0.305
N -3.750 -2.488 0.481
C -4.284 -2.683 1.842
H -3.625 -2.928 -2.191
H -2.875 -1.343 -1.878
H -4.418 -1.463 -2.674
H -2.878 -2.938 0.243
H -4.704 -1.726 2.153
H -3.484 -3.024 2.500
H -4.931 -3.560 1.857
C 0.110 5.583 3.797
C 1.136 4.527 3.700
O 1.645 4.109 4.758
N 1.275 3.982 2.480
C 2.051 2.810 2.239
H -0.854 5.233 4.166
H 0.284 6.339 3.031
H 0.604 6.158 4.581
H 0.676 4.349 1.753
H 1.999 2.048 3.016
H 3.031 3.286 2.212
H 1.904 2.368 1.254
C -0.428 -0.362 1.101
C 0.263 -0.252 -0.203
O 1.312 0.425 -0.335
N -0.294 -0.932 -1.176
C -0.063 -0.756 -2.540
H -0.927 -1.320 1.253
H -1.196 0.411 1.135
H 0.389 -0.124 1.782
H -1.226 -1.295 -1.031
H -0.388 0.206 -2.938
H -0.487 -1.522 -3.189
H 0.998 -0.949 -2.700
C -1.187 3.378 0.149
C -1.144 4.804 0.541
O -0.037 5.373 0.315
N -2.152 5.410 1.144
C -2.230 6.823 1.384
H -1.390 3.478 -0.917
H -1.799 2.760 0.805
H -0.186 2.948 0.122
H -2.957 4.847 1.380
H -3.294 7.055 1.346
H -1.653 7.423 0.681
H -1.846 7.036 2.382
C 3.493 -0.813 2.390
C 3.953 -1.364 3.808
O 5.034 -1.925 3.989
N 3.158 -1.179 4.872
C 3.349 -1.688 6.243
H 4.364 -0.466 1.834
H 3.031 0.171 2.470
H 2.881 -1.570 1.900
H 2.270 -0.737 4.682
H 3.747 -2.692 6.104
H 2.395 -1.733 6.769
H 4.109 -1.124 6.783
C -0.342 -2.992 4.038
O -1.127 -1.895 3.725
P -0.852 -0.467 4.337
O 0.576 -0.050 4.338
O -1.867 0.587 3.660
C -1.699 1.970 4.046
O -1.377 -0.780 5.797
C -2.805 -0.581 6.039
H -0.855 -3.774 4.597
H 0.525 -2.805 4.671
H 0.042 -3.440 3.121
H -0.663 2.291 4.153
H -2.097 2.076 5.055
H -2.260 2.748 3.529
H -3.214 -1.528 6.392
H -3.337 -0.298 5.131
H -3.089 0.125 6.819
Cl 5.966 0.983 -1.157
C 4.516 0.619 -2.047
C 4.310 -0.876 -1.924
Cl 5.547 -1.756 -2.954
H 4.836 0.849 -3.063
H 3.699 1.327 -1.910
H 3.349 -1.129 -2.371
H 4.305 -1.333 -0.934
Cl -1.865 0.444 -4.952
C -3.410 1.143 -4.280
C -3.130 1.774 -2.938
Cl -4.553 2.563 -2.276
H -4.234 0.434 -4.199
H -3.534 1.906 -5.049
H -2.386 2.555 -3.096
H -2.654 1.135 -2.194
```

This record from OMol25 describes 4 unconnected molecules or ions with the total composition C22H41BrNO9. The level of theory is ωB97M-V/def2-TZVPD.

Output
Total charge: +1
HOMO energy in eV: -12.6
Molecular weight in g mol⁻¹: 543.47
HOMO-LUMO gap in eV: 10.52

The geometry in XYZ format:
```
74
C22H41BrNO9, DFT ωB97M-V/def2-TZVPD
C 0.886 -3.518 1.656
C 0.282 -3.318 0.270
C -1.194 -2.957 0.215
N -1.618 -1.503 0.423
C -3.007 -1.340 -0.166
C -4.076 -2.301 0.362
C -4.507 -3.365 -0.656
O -5.818 -3.829 -0.435
C -0.720 -0.547 -0.355
C 0.609 -0.142 0.284
C 0.578 1.162 1.091
Br 1.079 0.921 2.953
C -1.631 -1.177 1.889
O -2.127 0.124 2.033
O -3.054 0.113 3.124
H 0.327 -4.271 2.217
H 0.933 -2.610 2.263
H 1.909 -3.883 1.562
H 0.340 -4.272 -0.260
H 0.880 -2.641 -0.337
H -1.743 -3.533 0.962
H -1.596 -3.207 -0.767
H -2.863 -1.464 -1.240
H -3.272 -0.301 0.009
H -3.753 -2.782 1.288
H -4.966 -1.722 0.619
H -4.523 -2.923 -1.655
H -3.794 -4.199 -0.677
H -5.894 -4.226 0.441
H -0.554 -1.044 -1.311
H -1.314 0.338 -0.567
H 1.025 -0.942 0.892
H 1.304 -0.020 -0.548
H 1.288 1.886 0.705
H -0.405 1.625 1.119
H -2.279 -1.889 2.394
H -0.611 -1.252 2.260
H -3.863 0.414 2.679
O -0.438 1.711 -2.121
C 0.120 2.781 -2.177
O 0.969 3.085 -3.166
C 1.582 4.377 -2.919
C 0.641 5.088 -1.954
C 0.054 3.912 -1.183
H 2.561 4.195 -2.472
H 1.708 4.864 -3.881
H 1.165 5.804 -1.329
H -0.146 5.604 -2.507
H 0.675 3.630 -0.334
H -0.964 4.054 -0.827
O 2.318 5.282 0.869
C 1.595 5.283 1.824
O 0.582 4.386 1.934
C -0.193 4.638 3.124
C 0.738 5.426 4.040
C 1.597 6.188 3.036
H -1.076 5.212 2.837
H -0.502 3.675 3.525
H 0.196 6.061 4.737
H 1.360 4.738 4.614
H 1.151 7.139 2.737
H 2.619 6.380 3.352
O 2.080 -5.804 -1.476
C 2.556 -4.985 -2.205
O 1.948 -3.783 -2.393
C 2.666 -2.994 -3.362
C 4.080 -3.570 -3.370
C 3.824 -5.036 -3.029
H 2.169 -3.105 -4.328
H 2.611 -1.952 -3.053
H 4.588 -3.414 -4.318
H 4.674 -3.105 -2.583
H 3.617 -5.642 -3.914
H 4.614 -5.524 -2.465
```

This record from OMol25 describes C3H7NOS in the gas phase. The level of theory is ωB97M-V/def2-TZVPD.

Output
SMILES string: N[C@@H](C=O)CS
HOMO energy in eV: -9.2
Molecular weight in g mol⁻¹: 105.16
HOMO-LUMO gap in eV: 9.92

The geometry in XYZ format:
```
13
C3H7NOS, DFT ωB97M-V/def2-TZVPD
N 0.756 -1.379 -0.843
C -0.116 -0.454 -0.169
C -0.509 -0.949 1.206
O -0.041 -1.889 1.772
C 0.352 1.023 -0.063
S -0.657 2.214 -1.053
H 0.820 -1.214 -1.839
H 1.612 -1.589 -0.356
H -1.079 -0.431 -0.686
H -1.311 -0.338 1.689
H 1.334 1.141 -0.516
H 0.400 1.373 0.963
H -1.560 2.493 -0.105
```

This record from OMol25 describes a molecular structure, C23H29NO4 in a non-equilibrium geometry. The level of theory is ωB97M-V/def2-TZVPD.

Output
HOMO energy in eV: -8.3
Molecular weight in g mol⁻¹: 383.49
HOMO-LUMO gap in eV: 8.66

The geometry in XYZ format:
```
57
C23H29NO4, DFT ωB97M-V/def2-TZVPD
C -4.349 7.650 -2.129
H -3.971 8.641 -1.845
H -5.324 7.344 -1.703
H -4.603 7.748 -3.278
O -3.099 6.639 -2.236
C -3.463 5.386 -2.467
O -4.499 5.111 -2.814
C -2.417 4.390 -2.500
C -1.201 4.765 -1.905
C -0.128 3.993 -1.761
C -0.495 2.540 -2.137
C -1.588 2.092 -2.782
C -2.392 3.177 -2.956
H -3.613 2.868 -3.239
H -1.633 1.180 -3.189
C 0.872 1.670 -1.926
N 1.623 1.896 -0.743
C 2.851 1.214 -0.607
C 2.661 -0.292 -0.709
H 3.758 -0.685 -0.355
H 2.443 -0.804 -1.625
C 1.817 -0.941 0.714
C 0.413 -0.182 0.497
C 0.611 1.355 0.521
H -0.474 1.667 0.007
H 1.067 1.827 1.207
H 0.087 -0.357 1.298
H -0.162 -0.561 -0.482
C 1.774 -2.403 0.432
C 0.973 -3.058 1.435
H -0.178 -2.775 1.413
O 0.958 -4.556 0.890
C 0.272 -5.363 1.831
C 0.456 -6.706 1.369
C -0.179 -7.714 2.163
C -1.053 -7.401 3.384
C -0.848 -6.129 3.632
C -0.318 -4.986 3.289
H -0.331 -4.088 3.434
H -1.411 -5.936 4.881
H -1.257 -8.021 4.076
H -0.294 -8.778 2.070
H 0.855 -6.998 0.501
H 1.593 -3.013 2.395
H 2.693 -2.979 0.206
H 1.246 -2.408 -0.727
C 2.673 -0.491 1.883
O 1.892 -0.629 2.999
H 1.029 -0.153 2.936
H 2.980 0.288 1.988
H 3.371 -1.323 1.932
H 3.332 1.503 -1.625
H 3.190 1.734 0.025
H 1.632 2.058 -2.766
H 0.506 0.823 -2.230
H 0.659 4.331 -1.124
H -1.006 5.840 -1.549
```

This record from OMol25 describes C9H17N3O5 in the gas phase in a non-equilibrium geometry. The level of theory is ωB97M-V/def2-TZVPD.

Output
SMILES string: C[C@@H](O)[C@H](NC(=O)[C@@H](N)CCC(N)=O)C(=O)O
HOMO energy in eV: -9.7
Molecular weight in g mol⁻¹: 247.25
HOMO-LUMO gap in eV: 9.87

The geometry in XYZ format:
```
34
C9H17N3O5, DFT ωB97M-V/def2-TZVPD
C 2.617 3.629 -1.567
C 2.267 2.296 -0.777
O 1.869 2.477 0.603
C 1.153 1.458 -1.398
N 0.959 0.282 -0.348
C -0.195 -0.364 -0.381
O -0.739 -0.394 -1.470
C -0.737 -0.887 0.838
N 0.304 -0.932 1.959
C -2.159 -0.343 1.128
C -2.663 -0.935 2.412
C -2.822 -2.400 2.527
N -1.792 -3.072 3.099
O -3.880 -2.963 2.249
C 1.676 0.781 -2.827
O 2.703 1.046 -3.481
O 0.892 -0.393 -3.080
H 1.703 4.326 -2.095
H 3.165 3.211 -2.460
H 3.213 4.372 -1.098
H 3.140 1.585 -0.623
H 2.250 3.484 0.619
H 0.185 1.905 -1.456
H 1.428 0.511 0.570
H -0.973 -1.947 0.446
H 1.263 -1.207 1.767
H -0.034 -0.149 2.841
H -2.675 -0.549 0.316
H -2.184 0.696 1.180
H -2.047 -0.622 3.314
H -3.581 -0.399 2.441
H -1.757 -4.065 2.775
H -0.907 -2.414 2.994
H -0.072 -0.280 -2.803
```

This record from OMol25 describes 2 unconnected molecules or ions with the total composition CClIN2O4 in a non-equilibrium geometry. The level of theory is ωB97M-V/def2-TZVPD.

Output
HOMO energy (spin up / spin down) in eV: -8.4 / -8.4
Molecular weight in g mol⁻¹: 266.38
HOMO-LUMO gap (spin up / spin down) in eV: 6.09 / 6.09

The geometry in XYZ format:
```
9
CClIN2O4, DFT ωB97M-V/def2-TZVPD
C 1.225 1.016 0.676
N -1.264 -1.509 -1.059
N -0.052 0.787 0.614
O -1.996 -2.099 -0.433
O -0.939 -1.256 -2.115
O -0.362 -0.435 0.164
O -0.958 1.474 0.961
Cl 1.948 2.187 1.809
I 2.397 -0.165 -0.618
```

Which total energy belongs to each record? In order, -890.4311 -377.4909 -4748.1273 -4168.5158 -646.6621 -1248.7922 -893.4930 -1206.1190 hartree.